This record from OMol25 describes C2H5NO2S3 in the gas phase. The level of theory is ωB97M-V/def2-TZVPD.

Properties
- SMILES = CO[C@]1(N(S)S)OS1
- total charge = 0
- spin multiplicity = 1
- ΔE to the lowest compared entry with this formula, charge and spin (kcal/mol) = 52.4
- highest occupied orbital energy (eV) = -8.67
- calculated total energy (a.u.) = -1478.8409

The geometry in XYZ format:
```
13
Properties=species:S:1:pos:R:3:forces:R:3
S -0.26103 2.21462 -1.09093 1.886 1.226 0.222
S 1.14334 2.14931 1.58580 -0.761 0.931 -0.252
S -0.35044 -0.67846 2.03071 -1.415 -0.731 1.111
O -0.38010 -0.55741 -0.73901 0.599 0.318 0.616
O 1.08063 -0.64481 1.12731 1.868 0.031 -1.393
N -0.08299 1.61228 0.51800 1.059 -4.221 -1.086
C 0.11159 -0.07027 0.40734 -2.161 2.517 1.131
C -0.06345 -1.90137 -1.12245 0.481 -0.438 -0.923
H 0.02772 -1.81848 -2.20268 -0.001 -0.055 -0.180
H -1.46804 1.78729 -1.11879 -1.769 -0.352 -0.323
H 0.20286 2.72202 2.36701 0.537 0.056 0.191
H 0.96625 -2.20658 -0.78717 -1.402 0.029 0.248
H -0.92633 -2.60812 -0.97515 1.079 0.687 0.637
```
Forces are in eV/Å.

The net atomic charges from Löwdin, expressed in e, are: 0.733 0.714 0.909 -0.166 -0.399 -0.866 -0.918 -0.043 0.086 -0.163 -0.116 0.116 0.112



This record from OMol25 describes 9 unconnected molecules or ions with the total composition H20NO8. The level of theory is ωB97M-V/def2-TZVPD.

Properties
- total charge = +1
- spin multiplicity = 1
- ΔE to the lowest compared entry with this formula, charge and spin (kcal/mol) = 7.6
- highest occupied orbital energy (eV) = -13.84
- calculated total energy (a.u.) = -668.4676

The geometry in XYZ format:
```
29
Properties=species:S:1:pos:R:3:forces:R:3
O -21.92712 19.61767 13.01686 0.088 -0.276 0.207
O -16.32132 17.76950 10.14168 -0.189 0.321 0.040
O -18.32820 19.47944 12.59114 0.115 0.065 -0.320
O -17.80485 19.13464 7.98970 -0.103 -0.171 0.047
O -20.61789 18.22400 7.45432 0.166 0.275 0.352
O -21.52291 19.71912 9.99968 0.169 0.158 0.136
O -16.94552 15.46444 11.56696 -0.490 -0.367 0.241
O -20.01345 16.27718 12.08401 0.089 0.120 -0.198
N -19.19569 18.21440 10.28318 0.594 -0.412 -0.130
H -20.70588 15.93900 12.65183 -0.323 0.099 0.157
H -22.74836 20.08079 12.85159 -0.222 0.143 0.070
H -21.34863 19.89380 12.30599 0.142 0.122 -0.235
H -18.63491 18.58503 11.03702 -0.180 0.924 0.633
H -21.25749 20.22623 9.23246 0.008 0.282 -0.341
H -16.92117 16.32584 11.15026 0.173 0.332 -0.164
H -17.02448 19.62214 8.25348 0.353 0.074 0.038
H -20.03534 18.72844 10.05774 -0.624 0.438 0.320
H -19.46848 17.32613 10.67898 -0.448 -0.851 -0.196
H -16.03253 15.17711 11.57764 0.163 -0.223 0.076
H -17.42000 19.75423 12.46503 0.282 0.288 0.120
H -18.38478 19.25697 13.52042 -0.219 -0.180 0.354
H -21.54404 18.14277 7.22652 -0.297 -0.103 -0.062
H -15.69079 18.26777 10.66168 0.290 0.138 0.231
H -18.60631 18.20309 9.46305 0.260 -0.428 -0.640
H -19.47237 15.51325 11.88428 0.449 -0.421 0.081
H -18.43040 19.80862 7.72387 -0.261 0.195 -0.263
H -15.79004 17.32685 9.47984 0.150 -0.226 -0.370
H -22.45556 19.55088 9.86525 -0.337 -0.187 0.102
H -20.15907 18.17221 6.61585 0.201 -0.130 -0.287
```
Forces are in eV/Å.

The net atomic charges from Löwdin, expressed in e, are: -0.051 -0.027 -0.024 -0.044 -0.042 -0.033 -0.051 -0.034 0.284 0.067 0.034 -0.008 0.059 0.058 -0.032 0.053 0.060 0.081 0.041 0.054 0.074 0.049 0.073 0.063 0.040 0.049 0.080 0.076 0.048



This record from OMol25 describes a molecular structure, C13H9IrN3O4S3. The level of theory is ωB97M-V/def2-TZVPD.

Properties
- total charge = -1
- spin multiplicity = 5
- highest occupied orbital energy (spin up / spin down) (eV) = -4.94 / -6.20
- calculated total energy (a.u.) = -2264.9321

The geometry in XYZ format:
```
33
Properties=species:S:1:pos:R:3:forces:R:3
Ir 0.50067 0.78796 1.85271 -0.092 0.226 -0.292
S 0.41661 1.15867 4.23122 -0.084 0.063 0.253
S 1.24728 1.97237 -0.78120 -0.065 0.094 -0.080
S 1.42691 -1.10286 2.86207 0.015 -0.179 0.176
O 2.37362 1.40469 -0.06025 0.019 0.009 -0.043
O 1.44252 3.13837 -1.59896 -0.001 0.024 0.029
O -3.21844 1.08409 -0.01253 0.066 -0.033 0.096
O -1.52089 0.43168 1.29577 0.028 -0.080 -0.014
N 0.77041 0.08165 7.87416 -0.008 -0.004 0.006
N 0.13900 2.21107 0.36344 0.230 -0.231 0.154
N 2.27502 -3.45174 5.71842 0.008 -0.007 -0.002
C -0.04375 1.06358 -3.01987 0.026 0.028 0.021
C 1.83439 -2.38957 5.66841 -0.042 0.085 0.008
C -0.52816 -1.26547 -3.44425 -0.011 -0.021 -0.022
C 1.05274 -0.44266 4.43421 0.040 0.106 -0.343
C -2.09564 1.22033 0.42541 -0.062 0.017 -0.099
C 0.14793 -1.60067 -2.27200 0.009 0.025 0.018
C -1.16861 -2.33925 -4.28229 0.011 0.020 0.025
C 1.28382 -1.07032 5.62125 0.007 -0.072 0.205
C 0.60916 0.71091 -1.85014 -0.024 -0.061 0.048
C 0.99360 -0.42865 6.86687 0.028 -0.052 -0.088
C -0.60870 0.07316 -3.80910 -0.019 -0.035 -0.018
C -1.24221 2.42342 -0.00656 -0.177 0.036 0.035
C 0.71422 -0.62364 -1.47354 -0.022 0.033 -0.051
H -1.51632 -1.94303 -5.23576 0.001 0.002 0.004
H -1.39465 2.59857 -1.07201 0.058 -0.003 -0.006
H 0.22558 -2.64110 -1.97847 0.004 0.007 0.001
H -0.09502 2.10554 -3.30640 0.000 -0.006 -0.002
H -0.46755 -3.15062 -4.48323 -0.002 0.000 0.001
H 1.24715 -0.88363 -0.56834 -0.009 -0.026 0.002
H -1.64802 3.28892 0.52431 0.066 0.029 -0.015
H -1.12549 0.34649 -4.72149 0.004 0.002 0.002
H -2.02716 -2.76825 -3.76187 0.001 0.001 -0.007
```
Forces are in eV/Å.

The net atomic charges from Löwdin, expressed in e, are: 1.063 0.520 0.546 0.498 -0.377 -0.299 0.053 -0.221 0.146 -0.376 0.146 -0.056 -0.247 -0.268 -1.122 -0.641 -0.027 -0.053 -0.373 -0.284 -0.244 -0.034 -0.194 -0.055 0.071 0.112 0.118 0.112 0.078 0.091 0.125 0.110 0.084



This record from OMol25 describes C4H7NO in the gas phase. The level of theory is ωB97M-V/def2-TZVPD.

Properties
- SMILES = C[C@@]1(C=O)CN1
- total charge = 0
- spin multiplicity = 1
- ΔE to the lowest compared entry with this formula, charge and spin (kcal/mol) = 55.0
- highest occupied orbital energy (eV) = -9.83
- calculated total energy (a.u.) = -286.5440

The geometry in XYZ format:
```
13
Properties=species:S:1:pos:R:3:forces:R:3
O -2.28069 -0.92365 0.37849 0.636 -0.032 0.123
N -0.47665 0.83495 -1.06577 0.013 0.088 -0.285
C -0.03312 -0.03689 0.08142 0.194 -0.136 -0.045
C -1.10738 -1.07691 0.13118 -0.349 0.184 0.041
C -0.22242 1.42441 0.23480 0.003 0.145 0.264
C 1.39148 -0.57451 0.12707 0.011 0.006 -0.128
H -0.71607 -2.00735 -0.33529 -0.246 -0.211 0.394
H 1.41437 -1.66150 0.28019 -0.105 0.195 -0.141
H -1.02569 1.86815 0.81372 -0.049 -0.211 -0.094
H 1.92751 -0.34880 -0.79696 -0.039 -0.007 0.027
H -1.49281 0.70545 -1.10774 0.328 0.042 -0.329
H 1.95172 -0.13242 0.96041 -0.216 -0.037 -0.182
H 0.71150 1.98405 0.21623 -0.181 -0.025 0.357
```
Forces are in eV/Å.

The net atomic charges from Löwdin, expressed in e, are: 0.056 0.066 -0.444 -0.218 -0.118 -0.034 0.133 0.074 0.115 0.087 0.092 0.082 0.110



This record from OMol25 describes 3 unconnected molecules or ions with the total composition C9H11ClN3O. The level of theory is ωB97M-V/def2-TZVPD.

Properties
- total charge = +1
- spin multiplicity = 1
- ΔE to the lowest compared entry with this formula, charge and spin (kcal/mol) = 8.1
- highest occupied orbital energy (eV) = -13.08
- calculated total energy (a.u.) = -1048.9097

The geometry in XYZ format:
```
25
Properties=species:S:1:pos:R:3:forces:R:3
Cl 5.25760 -0.33792 -0.04101 -0.261 0.442 0.012
O -4.11642 -0.37544 -0.28877 -2.034 2.305 -0.487
N -1.87454 -0.09340 -0.05011 -0.081 -2.453 -0.373
N -0.90077 -2.88526 -0.06615 0.112 0.104 2.561
N -0.97723 0.80821 0.22282 4.761 1.449 0.559
C -3.09910 0.42167 -0.14737 1.212 1.124 0.512
C -2.95983 1.79191 0.03363 -0.449 -0.108 -0.108
C 3.58779 0.17452 -0.03164 1.158 -0.247 1.025
C 1.43462 -0.02015 -1.00794 0.037 -0.615 -0.975
C 2.82940 -0.22725 -1.12279 -1.892 1.111 0.019
C 1.70969 1.13321 1.12837 1.024 0.115 0.577
C -1.58681 1.97355 0.26754 0.387 2.470 0.214
C 1.02940 0.59247 0.10309 -3.485 0.322 0.452
C 3.10897 0.86429 1.12640 -1.310 -0.328 -1.586
H 3.77356 1.19408 1.92896 -0.272 -0.161 -0.411
H 0.66682 -0.27743 -1.72480 0.449 -0.147 -0.460
H 1.14238 1.74500 1.79931 0.305 0.091 0.848
H -0.50703 -2.36693 -0.79045 0.359 0.188 -2.266
H 3.16437 -0.47959 -2.12623 0.574 -0.509 0.625
H -3.85005 -1.24755 -0.18319 0.503 -2.827 0.203
H -3.79554 2.47119 -0.00065 0.332 0.286 0.100
H -0.10008 -2.91684 0.58590 -0.914 -0.655 -0.104
H -1.67839 -1.06084 0.18606 0.169 -0.720 -0.172
H -0.98410 2.92602 0.47854 -1.204 -1.646 -0.515
H -1.27471 -3.80753 -0.27949 0.519 0.407 -0.248
```
Forces are in eV/Å.

The net atomic charges from Löwdin, expressed in e, are: 0.706 0.199 0.085 0.038 0.015 -0.341 0.052 -0.624 -0.052 -0.066 -0.025 -0.064 0.004 -0.022 0.127 0.126 0.122 -0.022 0.131 0.097 0.124 0.056 0.116 0.164 0.053



This record from OMol25 describes C5H8ClNO3 in the gas phase. The level of theory is ωB97M-V/def2-TZVPD.

Properties
- SMILES = O=C(O)[C@]1(Cl)NCC[C@H]1O
- total charge = 0
- spin multiplicity = 1
- ΔE to the lowest compared entry with this formula, charge and spin (kcal/mol) = 0.0
- highest occupied orbital energy (eV) = -10.15
- calculated total energy (a.u.) = -936.0076

The geometry in XYZ format:
```
18
Properties=species:S:1:pos:R:3:forces:R:3
Cl -0.54998 -2.30171 -0.68358 0.069 0.015 0.101
O -1.43096 0.16391 -1.74640 -0.172 -0.024 -0.409
O -0.22085 -0.40744 2.58783 0.049 0.163 0.526
O -2.02095 -1.45836 1.79512 -0.105 0.048 0.089
N 1.19318 -0.46939 0.42331 -2.171 -0.566 -0.189
C -0.31224 -0.79747 0.23920 2.225 0.201 0.373
C 0.31966 1.38484 -0.68887 0.015 -0.278 -0.089
C 1.53194 0.45978 -0.64309 0.140 0.300 -0.212
C -0.88765 0.45294 -0.49895 -0.031 0.368 0.429
C -0.95193 -0.95273 1.62624 0.163 -0.069 -0.287
H 0.22662 1.90048 -1.64217 -0.024 0.077 0.045
H 1.73955 -1.32329 0.40800 -0.066 -0.005 -0.045
H -2.11323 -0.51313 -1.64964 0.067 0.066 -0.034
H 2.45160 0.98482 -0.37828 -0.042 0.006 -0.130
H -1.64872 0.91636 0.14937 0.164 -0.120 -0.108
H 1.66838 -0.03642 -1.61184 0.000 -0.004 0.082
H 0.36816 2.11597 0.11668 -0.012 0.005 0.027
H 0.63742 -0.11915 2.19705 -0.270 -0.181 -0.169
```
Forces are in eV/Å.

The net atomic charges from Löwdin, expressed in e, are: 0.756 -0.044 0.122 0.112 -0.038 -0.625 -0.096 -0.203 -0.362 -0.570 0.123 0.114 0.084 0.118 0.159 0.122 0.120 0.106



This record from OMol25 describes a molecular structure, C8H32N2NiO14. The level of theory is ωB97M-V/def2-TZVPD.

Properties
- total charge = 0
- spin multiplicity = 3
- ΔE to the lowest compared entry with this formula, charge and spin (kcal/mol) = 143.8
- highest occupied orbital energy (spin up / spin down) (eV) = -9.75 / -7.32
- calculated total energy (a.u.) = -2994.4740

The geometry in XYZ format:
```
57
Properties=species:S:1:pos:R:3:forces:R:3
Ni -0.39156 2.31358 -3.84936 0.397 -0.446 0.380
O -3.31817 -2.11518 -5.67190 0.803 1.219 -0.194
O 4.15954 -0.43263 -0.55272 0.088 0.303 0.930
O -1.23255 -0.70403 0.66896 -0.246 -0.130 -0.146
O 1.61048 4.99624 3.66700 0.525 -0.139 -0.519
O -0.80560 -3.03644 4.50515 -0.863 0.292 -0.090
O -1.36461 -5.26149 -0.73590 -0.088 0.645 -1.399
O 2.49084 0.70941 -4.58220 -0.657 0.973 -0.582
O -0.51194 1.74788 6.06025 -1.819 0.111 0.133
O -0.87297 0.82250 -0.78911 -0.099 -0.111 -0.781
O -1.83748 -1.56554 -7.12356 -0.191 0.213 -0.028
O -2.00765 -0.39983 -5.33193 -0.709 -0.635 -0.431
O 1.64237 4.56303 -2.43725 -1.554 -1.100 -0.753
O -1.46499 1.36107 1.16701 -0.581 0.821 0.959
O -7.04572 -2.23802 -1.24935 -0.017 -0.816 0.291
N -2.41066 -1.35334 -6.06536 0.254 -0.494 0.856
N -1.22713 0.49001 0.36910 0.988 -0.464 -0.478
C 3.06167 0.29937 -5.86120 -0.837 -1.057 1.824
C 4.28527 -0.96823 0.79588 -0.169 -0.223 -1.134
C -6.36485 -1.00993 -1.04350 -0.955 -0.306 -0.630
C 0.27342 1.56388 7.20675 1.908 0.290 -0.555
C 2.90350 5.09913 -2.68157 1.089 0.862 1.463
C 2.28008 3.83773 3.16435 -0.848 -0.744 0.543
C -1.86436 -3.81088 5.04572 -0.205 -1.269 0.307
C -1.74685 -5.22648 -2.13242 -0.433 -0.754 0.155
H 1.52115 3.05602 3.19684 0.019 -0.090 0.077
H 2.61628 3.83066 2.12752 0.109 0.769 -0.133
H 5.02362 -0.06932 -0.75999 0.027 0.076 -0.173
H -6.84706 -0.32800 -1.74389 0.419 0.745 0.224
H -0.95454 -5.11345 -2.87240 0.577 0.155 0.422
H 2.83922 6.06032 -3.19155 0.218 -0.136 -0.392
H -2.21022 -6.18587 -2.36256 -0.195 0.079 0.046
H 1.24052 1.74230 6.73667 1.012 -0.514 1.106
H 2.26352 5.64514 3.93915 0.054 0.031 -0.047
H 2.20411 0.18382 -6.52402 0.241 0.572 -0.234
H 0.20792 2.31909 7.98999 -0.837 0.255 -0.383
H -6.59614 -0.73125 -0.01542 0.379 0.187 -0.126
H 5.04237 -1.74855 0.71839 -0.198 -0.286 0.527
H -5.29865 -1.09364 -1.25402 0.079 0.125 0.236
H 4.57931 -0.25509 1.56599 0.010 0.333 -0.237
H 1.23030 5.13775 -1.78803 -0.188 -0.160 0.031
H 3.29787 -1.35633 1.04590 0.246 -0.171 0.030
H -7.07508 -2.44451 -2.18642 0.114 0.062 0.000
H 3.09509 3.50290 3.80603 0.135 0.179 0.069
H 3.85833 0.95892 -6.20528 -0.174 -0.110 -0.071
H -2.45818 -4.42086 -2.31428 -0.166 -0.091 0.008
H 3.36246 -0.73110 -5.67209 0.724 0.048 -0.516
H -1.47250 -4.81760 5.19088 -0.077 -0.155 0.357
H -1.44753 -4.32714 -0.53165 0.307 0.010 0.772
H -2.30124 -3.46376 5.98206 0.623 0.466 0.183
H 3.63227 4.41326 -3.11351 -0.605 -0.138 -0.441
H -2.74907 -3.95925 4.42656 0.180 0.397 -0.636
H 3.02647 0.51133 -3.81054 0.355 -0.250 -0.298
H -0.29251 1.02733 5.46507 -0.132 0.006 -0.098
H 3.27571 5.28298 -1.67372 0.757 0.416 -0.063
H -1.06721 -2.89831 3.59187 0.357 0.322 -0.141
H 0.21314 0.59051 7.69360 -0.147 -0.172 -0.220
```
Forces are in eV/Å.

The net atomic charges from Löwdin, expressed in e, are: 0.886 0.083 -0.146 0.050 -0.115 -0.112 -0.122 -0.163 -0.120 -0.009 0.086 0.010 -0.133 0.074 -0.138 -0.596 -0.644 -0.111 -0.132 -0.158 -0.181 -0.169 -0.164 -0.178 -0.153 0.075 0.064 0.057 0.073 0.068 0.083 0.073 0.072 0.067 0.079 0.076 0.081 0.074 0.074 0.070 0.085 0.080 0.069 0.073 0.078 0.074 0.080 0.072 0.059 0.072 0.085 0.075 0.067 0.077 0.081 0.069 0.076